# 1
Density functional theory data (ωB97M-V with the def2-TZVPD basis set) for 2 unconnected molecules or ions with the total composition C4H9NO at a distorted geometry.

Summary:
Energy relative to the best compared isomer or geometry (same formula, charge and spin) ... 474.9 kJ/mol
Molecular weight ... 87.12 g mol⁻¹

XYZ file:
```
15
Properties=species:S:1:pos:R:3:forces:R:3:lowdin_charge:R:1
C 0.663593 -1.256290 1.356537 0.0 0.0 -0.1 -0.15
C 1.216021 -0.362059 0.285167 0.7 -0.2 0.7 -0.07
C -0.266205 1.784606 -0.641807 -0.1 0.6 -0.4 -0.03
N -1.333317 0.936438 -0.760260 -0.4 0.1 0.3 -0.04
C -1.160201 -0.340897 -1.115054 1.1 -0.6 0.0 -0.35
O 0.013318 -0.709550 -1.382921 -1.4 0.0 -0.2 -0.07
H 1.481465 -1.453394 2.070178 -0.2 0.0 -0.1 0.07
H -0.142768 -0.800215 1.943066 0.1 0.0 -0.2 0.07
H 0.323383 -2.227848 0.983625 0.0 0.2 -0.1 0.07
H 1.936255 -0.818603 -0.380143 0.0 0.1 0.0 0.07
H 1.489425 0.625517 0.628420 0.0 0.0 -0.1 0.04
H 0.527433 1.659131 -1.365559 -0.1 -0.1 0.1 0.06
H -0.556759 2.805863 -0.404396 0.2 -0.2 0.2 0.06
H -2.184079 1.169338 -0.266539 0.0 0.1 -0.3 0.14
H -2.007564 -1.012039 -0.950314 0.1 0.0 -0.1 0.13
```
Forces are in eV/Å.


# 2
Density functional theory data (ωB97M-V with the def2-TZVPD basis set) for C3H7OPS in the gas phase at a distorted geometry.

Summary:
Energy relative to the best compared isomer or geometry (same formula, charge and spin) ... 319.5 kJ/mol
Molecular weight ... 122.13 g mol⁻¹
Structure (SMILES) ... C[C@@H]1S[PH2]1C=O

XYZ file:
```
13
Properties=species:S:1:pos:R:3:forces:R:3:lowdin_charge:R:1
C -1.527171 0.301478 1.332211 4.0 -3.2 1.8 -0.16
C -0.222214 -0.312713 0.702593 0.3 1.4 0.5 -0.81
S 1.201850 0.938740 0.953232 -0.5 -0.9 0.2 0.40
P 0.050467 0.005559 -1.054833 1.5 -0.6 3.1 0.83
C 1.787713 -0.448544 -1.381259 1.2 0.1 0.1 -0.52
O 2.218715 -0.170460 -2.466977 0.0 0.0 -0.7 -0.02
H -2.321801 0.027397 0.784714 -3.3 -1.2 -1.5 0.02
H -1.447322 -0.163336 2.335947 -0.9 0.4 -0.4 0.09
H -1.480038 1.308992 1.450342 0.4 2.9 0.1 0.02
H -0.025496 -1.351571 1.142385 -0.1 1.4 -1.2 0.10
H -0.675707 -0.705902 -1.936981 -1.0 -0.7 -1.4 -0.02
H -0.047124 1.342266 -1.293869 -0.6 0.5 -0.5 0.01
H 2.488128 -0.771907 -0.567505 -1.0 -0.2 -0.2 0.07
```
Forces are in eV/Å.


Question: What is the energy relative to the best compared isomer or geometry (same formula, charge and spin) in the second record?
Answer: 319.5 kJ/mol


Question: Which value of molecular weight does entry 1 give?
Answer: 87.12 g mol⁻¹


Question: Look up the molecular weight of the first one.
Answer: 87.12 g mol⁻¹


Question: Look up the molecular weight of the second one.
Answer: 122.13 g mol⁻¹